1.
Formula: C11H24BN2
Source: OMol25
Level of theory: ωB97M-V/def2-TZVPD

Last column: natural (NBO) charge in e.
CARTESIAN COORDINATES (ANGSTROEM)
B: -0.69528 0.07438 -2.26337  -0.06
C: 0.48840 -1.29212 -0.04342  0.14
C: -0.85332 -1.29438 -0.26280  0.21
C: 0.74349 0.44704 -1.59631  0.15
C: 1.30664 -2.42913 0.55875  -0.63
C: -1.65568 -2.54426 0.09668  -0.67
C: 1.88834 0.91748 1.55089  -0.66
C: 3.13595 1.43706 -0.64868  -0.60
C: -1.43370 0.89005 1.49783  -0.64
C: -2.97078 1.65073 -0.32543  -0.64
C: 2.40869 0.27405 0.19022  -0.05
C: -1.55993 1.04595 0.00689  -0.04
N: 1.25335 -0.24204 -0.53567  -0.35
N: -1.46167 -0.21832 -0.82366  -0.57
H: -0.69187 -0.92913 -3.02805  0.05
H: -1.08099 1.00053 -2.81915  0.01
H: 1.43683 1.12901 -1.98965  0.21
H: 1.60450 -2.12087 1.59535  0.23
H: 2.29281 -2.49866 -0.05635  0.24
H: 0.80557 -3.31166 0.61911  0.24
H: -1.92686 -3.06541 -0.85035  0.25
H: -2.65163 -2.25619 0.60993  0.23
H: -1.25214 -3.31284 0.72395  0.25
H: 2.88291 1.09458 2.14006  0.24
H: 1.45987 1.99670 1.61331  0.26
H: 1.38400 0.03300 1.98686  0.22
H: 4.00124 1.69244 -0.13819  0.24
H: 2.48472 2.31135 -0.75275  0.21
H: 3.27396 1.12426 -1.62299  0.21
H: -1.55613 1.75169 2.09731  0.25
H: -2.16682 0.11235 2.00724  0.23
H: -0.46902 0.39321 1.45322  0.22
H: -3.80156 0.92425 -0.09764  0.21
H: -3.17934 1.85253 -1.34442  0.23
H: -3.31337 2.50611 0.36763  0.25
H: 3.18110 -0.53796 0.39229  0.24
H: -0.91758 1.80906 -0.46865  0.23
H: -2.41593 -0.50634 -1.13368  0.45

The value obtained for the gap between HOMO and LUMO is 8.7 eV. The value obtained for the energy above the lowest of the compared OMol25 structures with the same formula, charge and spin is 0.0 kJ/mol. The value obtained for the max |F| is 6.09 eV/A. The net charge is +1. As for the multiplicity: 1.

2.
Formula: C11H24Br8FNO2S3
Source: OMol25
Level of theory: ωB97M-V/def2-TZVPD

Last column: natural (NBO) charge in e.
CARTESIAN COORDINATES (ANGSTROEM)
O: 2.39954 2.31653 -2.60529  -0.91
S: 1.58032 1.35143 -1.96306  2.51
O: 0.19883 1.58168 -1.77380  -0.90
F: 1.68858 0.04399 -2.80727  -0.47
N: 2.32782 0.75464 -0.57343  -0.80
S: 1.35064 1.08025 0.83761  0.24
C: 3.71878 1.28731 -0.39940  -0.24
C: 4.73571 0.65157 -1.35724  -0.43
C: 5.49265 1.64402 -2.24390  -0.52
S: 6.44952 2.86850 -1.29878  -0.05
H: 1.92213 2.24604 1.18723  0.10
H: 3.97825 1.02413 0.62253  0.23
H: 3.72079 2.37646 -0.45688  0.21
H: 5.48567 0.13229 -0.75833  0.22
H: 4.25745 -0.10885 -1.97750  0.23
H: 6.23427 1.11246 -2.83666  0.23
H: 4.80484 2.16559 -2.89956  0.24
H: 5.54287 3.84932 -1.24074  0.12
Br: -3.43834 -2.61606 -0.38272  -0.02
C: -3.72232 -0.69750 -0.52342  -0.44
C: -2.47589 0.07229 -0.18344  -0.45
Br: -2.14030 0.07376 1.73248  -0.01
H: -4.54736 -0.45949 0.14047  0.23
H: -4.01630 -0.51565 -1.55440  0.23
H: -2.58092 1.11633 -0.46809  0.24
H: -1.58955 -0.33835 -0.65549  0.23
Br: -6.29009 -2.83744 3.05586  -0.02
C: -4.63848 -3.86045 3.00116  -0.45
C: -4.30375 -4.45052 4.34400  -0.45
Br: -3.62000 -3.11240 5.57786  -0.01
H: -3.86998 -3.18825 2.63330  0.24
H: -4.80907 -4.65259 2.27510  0.23
H: -3.51270 -5.18974 4.24206  0.23
H: -5.16754 -4.90226 4.82088  0.23
Br: 8.78143 5.21676 -0.42871  0.00
C: 8.61435 6.92352 -1.34150  -0.45
C: 7.80613 6.79854 -2.60637  -0.45
Br: 8.81094 5.94259 -4.03110  -0.01
H: 9.62197 7.27884 -1.53046  0.23
H: 8.11807 7.58927 -0.63912  0.23
H: 7.53866 7.78314 -2.98302  0.23
H: 6.90865 6.20522 -2.46241  0.23
Br: -7.65233 -6.66777 2.79117  -0.02
C: -8.52131 -6.19654 1.11709  -0.44
C: -9.23508 -4.87460 1.21097  -0.45
Br: -10.89082 -5.01160 2.21949  -0.01
H: -9.19065 -7.01504 0.87378  0.23
H: -7.72607 -6.14155 0.37709  0.23
H: -9.52031 -4.52992 0.21968  0.23
H: -8.62969 -4.11993 1.70231  0.24

The value obtained for the gap between HOMO and LUMO is 9.6 eV. The value obtained for the max |F| is 1.37 eV/A. As for the multiplicity: 1.

3.
Formula: C11H24BrCuN3NbO
Source: OMol25
Level of theory: ωB97M-V/def2-TZVPD

Last column: natural (NBO) charge in e.
CARTESIAN COORDINATES (ANGSTROEM)
N: -1.28023 1.88160 -0.57592  -0.82
C: -1.37411 2.64590 -1.52119  0.93
O: -1.39071 3.50185 -2.32918  -0.37
Cu: 0.47533 2.64297 2.26170  0.97
Nb: -1.20670 0.71539 1.00439  1.52
N: 0.75735 0.86173 1.51893  -0.80
N: -1.46591 -0.82447 -0.20296  -0.52
C: 2.15611 0.92468 1.00653  0.11
C: -1.47020 -1.16401 -1.63398  0.09
C: 3.09651 1.34910 2.14802  -0.63
C: 2.61048 -0.43831 0.49803  -0.64
C: 2.23396 1.93805 -0.13135  -0.62
C: -2.74048 -0.58468 -2.26022  -0.61
C: -1.45297 -2.67822 -1.83167  -0.63
C: -0.24285 -0.57239 -2.32039  -0.61
H: 2.77985 2.28400 2.63548  0.18
H: 4.09799 1.52258 1.73136  0.27
H: 3.17425 0.56543 2.91099  0.23
H: 2.64512 -1.18643 1.29891  0.22
H: 3.63240 -0.33622 0.10240  0.26
H: 1.97520 -0.80111 -0.31972  0.22
H: 1.62351 1.62697 -0.99133  0.23
H: 3.28213 1.99953 -0.46696  0.27
H: 1.92673 2.94567 0.18952  0.20
H: -3.62845 -1.00390 -1.77348  0.22
H: -2.77621 -0.84088 -3.32884  0.26
H: -2.77618 0.50564 -2.16393  0.21
H: -2.38304 -3.14560 -1.49377  0.23
H: -0.60188 -3.13118 -1.31259  0.22
H: -1.34695 -2.88986 -2.90335  0.26
H: -0.25756 -0.87844 -3.37922  0.26
H: 0.68349 -0.95804 -1.87353  0.21
H: -0.23196 0.52119 -2.29568  0.20
C: 0.58897 -0.08153 2.69348  -0.44
H: -0.48333 -0.37123 2.83710  0.21
H: 1.15103 -1.00936 2.53501  0.27
H: 0.91653 0.41956 3.62050  0.25
C: -2.26411 -1.68805 0.70541  -0.46
H: -2.43612 -1.18968 1.68511  0.22
H: -3.25748 -1.89609 0.27602  0.26
H: -1.75111 -2.64268 0.90084  0.26
Br: -2.98839 1.46057 2.54956  -0.10

The value obtained for the gap between HOMO and LUMO is 7.6 eV. The value obtained for the energy above the lowest of the compared OMol25 structures with the same formula, charge and spin is 0.0 kJ/mol. The value obtained for the max |F| is 4.48 eV/A. The net charge is +2. As for the multiplicity: 1.

4.
Formula: C11H24BrHgN3OV
Source: OMol25
Level of theory: ωB97M-V/def2-TZVPD

Last column: Löwdin spin population.
CARTESIAN COORDINATES (ANGSTROEM)
N: -1.82951 -0.74266 1.25130  0.00
C: -2.81482 -1.14194 1.87053  0.13
O: -3.58851 -2.11231 1.97659  0.37
Hg: -3.89944 -0.19706 3.41295  0.49
V: -0.17940 0.01688 1.35806  0.03
N: -0.15799 1.72359 0.70858  -0.02
N: 0.92375 -0.99934 0.31519  0.00
C: -0.56649 2.21006 -0.63260  0.00
C: 0.62466 -2.24418 -0.42005  0.00
C: -0.76089 3.72571 -0.66096  0.00
C: 0.51788 1.83170 -1.63997  0.00
C: -1.88233 1.54002 -1.00825  0.00
C: 0.27980 -3.32730 0.60111  0.00
C: 1.79896 -2.70716 -1.27453  0.00
C: -0.58390 -2.00291 -1.31271  0.00
H: -1.46746 4.04510 0.11380  0.00
H: -1.17613 4.01221 -1.63556  0.00
H: 0.18456 4.26504 -0.53424  0.00
H: 1.44390 2.38369 -1.43268  0.00
H: 0.18382 2.07886 -2.65643  0.00
H: 0.74689 0.75635 -1.59354  0.00
H: -1.78522 0.45172 -1.11773  0.00
H: -2.22686 1.95042 -1.96653  0.00
H: -2.64983 1.74200 -0.24911  0.00
H: 1.11980 -3.48016 1.29005  0.00
H: 0.07198 -4.26649 0.07417  0.00
H: -0.60557 -3.04822 1.18600  0.00
H: 2.65295 -3.01705 -0.66083  0.00
H: 2.11722 -1.92277 -1.97255  0.00
H: 1.48205 -3.57577 -1.86480  0.00
H: -0.80435 -2.92414 -1.86731  0.00
H: -0.37635 -1.20657 -2.03928  0.00
H: -1.46765 -1.73563 -0.72354  0.00
C: 0.78626 2.56131 1.45175  0.00
H: 0.90141 2.16822 2.46881  0.00
H: 1.78827 2.60367 0.98784  0.00
H: 0.41307 3.59188 1.53094  0.00
C: 2.31813 -0.74164 0.67654  0.00
H: 2.37344 0.02024 1.46542  0.00
H: 2.81235 -1.64750 1.06396  0.00
H: 2.90080 -0.37544 -0.18460  0.00
Br: 0.38075 -0.26244 3.64426  0.02

The value obtained for the gap between HOMO and LUMO (alpha / beta) is 5.7 / 4.0 eV. The value obtained for the max |F| is 6.38 eV/A. The net charge is +2. As for the multiplicity: 2.

5.
Formula: C11H24F3N3O12P2ReS
Source: OMol25
Level of theory: ωB97M-V/def2-TZVPD

Last column: Löwdin spin population.
CARTESIAN COORDINATES (ANGSTROEM)
Re: -0.42503 0.35762 0.13284  0.84
C: -1.15991 -3.74166 -1.84847  0.00
N: -0.55105 -2.69949 -2.68066  0.00
C: -0.54392 -2.99566 -4.10844  0.00
C: -0.12030 -1.58730 -2.15953  0.00
O: -0.17272 -1.39216 -0.89531  0.02
C: 0.49829 -0.52218 -3.05190  0.00
O: 0.78758 0.63068 -2.28973  0.01
C: 2.14622 0.95594 -2.07754  0.00
C: 2.54066 0.64475 -0.64589  0.00
O: 1.62735 0.50654 0.22452  0.00
N: 3.80196 0.55561 -0.31968  0.00
C: 4.21207 0.22287 1.04723  0.00
C: 4.87436 0.79378 -1.28808  0.00
H: -0.60938 -4.67188 -1.98352  0.00
H: -2.19090 -3.90066 -2.16337  0.00
H: -1.13803 -3.45575 -0.80441  0.00
H: -0.03080 -3.94208 -4.27480  0.00
H: -0.05727 -2.22356 -4.69493  0.00
H: -1.57156 -3.10201 -4.45605  0.00
H: -0.23341 -0.23524 -3.80545  0.00
H: 1.39187 -0.92279 -3.53588  0.00
H: 2.24057 2.03612 -2.22378  0.00
H: 2.79910 0.45330 -2.79164  0.00
H: 3.34788 -0.03950 1.64576  0.00
H: 4.72922 1.07144 1.49407  0.00
H: 4.89699 -0.62350 1.01151  0.00
H: 4.67652 1.67979 -1.88871  0.00
H: 5.01814 -0.06733 -1.94260  0.00
H: 5.79865 0.95569 -0.74236  0.00
N: -0.38157 1.60262 4.41174  0.00
C: -1.56774 1.12558 3.59520  0.01
C: -2.78140 1.09522 4.51616  0.00
P: -1.73610 2.43865 2.30166  0.01
O: -3.22939 2.29876 1.80765  0.00
O: -1.41503 3.70350 2.96692  0.00
O: -0.74876 2.03558 1.15566  0.05
P: -1.06148 -0.59728 3.15915  0.01
O: -2.34121 -1.40360 2.71329  0.00
O: -0.37251 -1.07617 4.36592  0.00
O: -0.12102 -0.48918 1.91503  0.05
H: -0.61128 2.49545 4.85851  0.00
H: 0.43416 1.77150 3.82077  0.00
H: -0.13834 0.85385 5.07967  0.00
H: -3.04185 2.10294 4.84768  0.00
H: -2.57957 0.47689 5.39350  0.00
H: -3.64089 0.67817 3.99580  0.00
H: -3.78001 3.05430 2.07372  0.00
H: -2.58102 -2.10240 3.34445  0.00
F: -2.81325 3.56207 -0.61271  0.00
C: -2.41851 2.63340 -1.44706  0.00
F: -2.90076 2.90118 -2.64504  0.00
F: -1.06313 2.66704 -1.51906  0.01
S: -2.89698 0.82331 -1.16571  0.00
O: -1.93792 0.27302 -2.10912  0.00
O: -4.27732 0.69598 -1.41325  0.00
O: -2.43402 0.32775 0.19089  0.00

The value obtained for the gap between HOMO and LUMO (alpha / beta) is 6.9 / 7.0 eV. The value obtained for the energy above the lowest of the compared OMol25 structures with the same formula, charge and spin is 168.0 kJ/mol. The value obtained for the max |F| is 1.98 eV/A. The net charge is +2. As for the multiplicity: 2.

> max |F| of number 4 (C11H24BrHgN3OV)?

6.38 eV/A